1.
Density functional theory data (ωB97M-V/def2-TZVPD) for one molecule with the formula C5H8O2S.

* HOMO energy: -8.747 eV
* SMILES string: C=C(COC)OC=S
* relative energy (zero: lowest compared OMol25 entry of this formula, charge and spin): 355.3 kJ/mol
* lowest unoccupied orbital energy: 0.6618 eV
* charge: 0

Last column: natural (NBO) charge in e.
Element x y z (Å)
C1 0.372 2.258 0.350  -0.45
C2 -0.228 1.245 -0.273  0.29
C3 0.633 0.136 -0.896  -0.12
O1 0.224 -1.153 -0.550  -0.54
C4 1.089 -1.895 0.323  -0.24
O2 -1.610 0.908 -0.591  -0.51
C5 -2.261 -0.065 0.054  0.02
S1 -3.791 -0.395 -0.123  0.01
H1 -0.179 2.948 1.011  0.23
H2 1.513 2.112 0.587  0.23
H3 1.702 0.320 -0.724  0.18
H4 0.453 0.294 -1.952  0.20
H5 0.854 -1.639 1.470  0.16
H6 2.050 -1.600 0.195  0.17
H7 0.872 -3.060 0.081  0.21
H8 -1.693 -0.412 1.038  0.18

---

2.
Density functional theory data (ωB97M-V/def2-TZVPD) for C5H8O2S as an isolated structure.

* HOMO energy: -8.876 eV
* relative energy (zero: lowest compared OMol25 entry of this formula, charge and spin): 105.0 kJ/mol
* lowest unoccupied orbital energy: 0.7699 eV
* charge: 0

Last column: natural (NBO) charge in e.
Element x y z (Å)
C1 0.186 -0.686 1.062  0.08
C2 -0.193 -1.273 -0.323  -0.36
C3 0.428 -0.384 -1.422  -0.09
C4 -0.325 1.489 -0.072  -0.09
C5 -0.872 0.434 0.884  -0.37
H1 1.757 0.298 0.590  0.48
H2 -0.130 -1.385 1.844  0.20
H3 -0.040 -2.328 -0.514  0.23
H4 -0.233 -0.384 -2.337  0.19
H5 1.420 -0.746 -1.700  0.20
H6 -1.155 1.940 -0.628  0.19
H7 0.212 2.255 0.484  0.20
H8 -1.311 0.890 1.806  0.24
O1 1.513 -0.319 1.297  -0.71
O2 0.667 0.945 -0.938  -0.55
S1 -1.924 -0.748 -0.033  0.16

---

3.
Density functional theory data (ωB97M-V/def2-TZVPD) for an isolated ion of composition C5H8O3 and charge -2.

* HOMO energy: 0.793 eV
* SMILES string: O=C([O-])CCCC[O-]
* relative energy (zero: lowest compared OMol25 entry of this formula, charge and spin): 115.0 kJ/mol
* lowest unoccupied orbital energy: 6.8524 eV
* charge: -2

Last column: natural (NBO) charge in e.
Element x y z (Å)
O1 -0.093 2.398 2.273  -0.80
C1 0.512 2.384 1.202  0.77
O2 1.598 2.910 0.921  -0.82
C2 -0.103 1.656 -0.039  -0.52
C3 0.412 0.165 -0.028  -0.40
C4 -0.719 -0.874 -0.143  -0.44
C5 -0.074 -2.290 -0.827  -0.01
O3 -1.027 -3.243 -0.838  -1.02
H1 -1.224 1.437 0.034  0.18
H2 0.160 2.259 -0.926  0.19
H3 1.280 -0.078 -0.670  0.18
H4 0.804 -0.011 0.997  0.19
H5 -1.425 -0.593 -0.851  0.17
H6 -1.144 -1.190 0.821  0.19
H7 0.358 -2.217 -1.757  0.09
H8 0.686 -2.712 -0.172  0.07